Formula: C6H7N3O
Source: the Open Molecules 2025 dataset
Level of theory: ωB97M-V/def2-TZVPD

- Molar mass: 137.14 g/mol
- Energy above the lowest of the compared OMol25 structures with the same formula, charge and spin: 726.5 kJ/mol
- HOMO level: -10.38 eV
- LUMO energy: -0.8397 eV
- Kohn-Sham gap: 9.55 eV
- Net charge: 0

```
17
Properties=species:S:1:pos:R:3:nbo_charge:R:1
C -2.505 0.351 -0.255 -0.087
H 1.405 -0.758 1.381 0.228
O -4.015 0.081 -0.274 -0.713
C 2.277 0.176 -0.749 -0.388
N -0.151 -0.354 -0.173 -0.415
H -1.289 0.216 1.691 0.222
H -1.784 -1.575 0.871 0.218
H 2.126 0.014 -1.747 0.294
C 3.446 -0.687 -0.160 0.254
H -2.571 1.398 0.208 0.198
H -4.065 -0.786 -0.582 0.457
C 2.420 1.489 -0.167 0.256
C 1.177 -0.464 0.320 0.118
N 2.371 2.675 0.330 -0.243
C -1.395 -0.400 0.722 -0.317
N 4.316 -1.437 0.047 -0.275
H -1.764 0.061 -1.463 0.193
```